(1)
# C5H9NO

The molecule C5H9NO in a non-equilibrium geometry (ωB97M-V/def2-TZVPD, OMol25).

XYZ file:
```
16
Properties=species:S:1:pos:R:3
C 1.60891 -0.03301 -1.83770
N 0.80307 0.49228 -0.71945
C -0.36694 -0.37204 -0.58911
C 0.65435 -0.38263 0.44818
C -0.88049 -0.10067 0.73767
C -1.40829 1.14783 1.38152
O -1.27837 -1.32384 1.28296
H 2.66683 0.21511 -1.72902
H 1.22631 0.47523 -2.72894
H 1.52383 -1.12339 -2.00289
H -0.67412 -1.13117 -1.28901
H 1.16353 -0.42739 1.38367
H -1.49090 0.98809 2.46378
H -0.68549 1.94294 1.18646
H -2.38681 1.46939 1.01068
H -0.47540 -1.83673 1.00120
```

The HOMO energy is -8.34 eV.

=====

(2)
# C42H42MgN4O5PS

A structure of composition C42H42MgN4O5PS (ωB97M-V/def2-TZVPD, OMol25).

XYZ file:
```
96
Properties=species:S:1:pos:R:3
Mg -0.18081 1.31760 -0.78363
O 1.58575 1.15127 -1.63337
N 2.39384 2.13548 -1.23855
C 3.58778 1.80062 -0.70957
C 4.48749 2.73789 -0.28163
C 4.13464 4.09048 -0.39558
C 2.91793 4.42523 -0.92244
C 1.97839 3.45360 -1.36073
S 0.43795 3.79554 -1.96752
H 3.76119 0.73489 -0.65597
H 5.43134 2.41462 0.13763
H 4.81749 4.86254 -0.06048
H 2.60479 5.45562 -1.00481
O -2.24253 0.82002 -4.27986
C -2.63320 0.88470 -3.09660
N -1.81362 0.99581 -1.97593
C -2.58950 1.05427 -0.84103
O -2.00610 1.23215 0.30341
C -3.97041 0.91857 -1.17785
C -5.15477 0.85667 -0.42591
C -6.35600 0.70461 -1.08962
C -6.39876 0.62025 -2.51443
C -5.23258 0.67627 -3.26078
C -4.00992 0.81642 -2.60692
H -5.11905 0.92403 0.65830
H -7.28161 0.64320 -0.52526
H -7.35703 0.51335 -3.01302
H -5.26329 0.61200 -4.34484
C 2.59122 -4.11521 -1.54162
C 2.26951 -2.62360 -1.44105
C 3.16032 -1.83196 -2.40914
C 2.62181 -2.16915 -0.01503
P 0.50192 -1.99589 -1.68802
C -0.64397 -3.21290 -0.90059
C -1.69927 -2.60557 -0.20900
C -2.73774 -3.35243 0.32540
C -2.73753 -4.73653 0.19730
C -1.68914 -5.35994 -0.46602
C -0.65424 -4.60361 -1.00989
C -0.01214 -2.22392 -3.50953
C 0.44865 -3.49582 -4.21859
C -1.54984 -2.19162 -3.52697
C 0.46830 -0.98421 -4.28723
H 3.67610 -4.24608 -1.41758
H 2.31231 -4.55072 -2.50160
H 2.10571 -4.67468 -0.74202
H 4.19854 -1.86934 -2.05282
H 2.85203 -0.78275 -2.45922
H 3.13984 -2.24715 -3.41858
H 3.68493 -2.36641 0.17850
H 2.02007 -2.69136 0.73210
H 2.42487 -1.10027 0.11308
H -1.70517 -1.52460 -0.09573
H -3.54761 -2.84800 0.84001
H -3.55245 -5.32349 0.60565
H -1.67639 -6.43977 -0.57216
H 0.13126 -5.12203 -1.53995
H 0.13987 -4.39599 -3.68026
H 1.53173 -3.52274 -4.36248
H -0.01602 -3.53088 -5.21284
H -1.97835 -3.13256 -3.17323
H -1.89057 -2.00813 -4.55062
H -1.94375 -1.37851 -2.91415
H 1.55381 -0.96203 -4.40342
H 0.14894 -0.06185 -3.79914
H 0.01717 -0.98818 -5.28585
O 0.28099 -1.87581 1.94500
C 0.36624 -0.66785 2.06365
N 0.34788 -0.02748 3.29866
C 0.48089 1.40074 3.17826
C 0.55215 1.49406 1.63116
O 0.61431 2.55571 0.99895
N 0.50782 0.28521 1.06595
C 1.77289 1.86744 3.84303
C 2.92110 2.11277 3.09847
C 4.11722 2.43683 3.72810
C 4.18231 2.51642 5.10676
C 3.03622 2.27861 5.85917
C 1.84178 1.96124 5.22803
C -0.75280 2.17837 3.64055
C -0.65783 3.52710 3.97237
C -1.78249 4.23977 4.36597
C -3.02106 3.61354 4.42050
C -3.12644 2.27755 4.05829
C -2.00025 1.56541 3.66776
H 0.28749 -0.52879 4.16474
H 2.87821 2.07034 2.01678
H 4.99981 2.62976 3.12890
H 5.11654 2.76359 5.59722
H 3.07331 2.34366 6.94058
H 0.94648 1.79195 5.81640
H 0.30169 4.02627 3.90548
H -1.69104 5.28971 4.62049
H -3.90225 4.17062 4.71632
H -4.09331 1.78821 4.05986
H -2.09206 0.53727 3.34194
```

The HOMO energy (alpha / beta) is 0.69 / -2.41 eV. Its spin multiplicity is 2. Its total charge is -2.

=====

(3)
# C12H10BF2NO5S5Tm

A structure of composition C12H10BF2NO5S5Tm in a non-equilibrium geometry (ωB97M-V/def2-TZVPD, OMol25).

XYZ file:
```
37
Properties=species:S:1:pos:R:3
Tm 0.96162 0.36878 0.64131
O 5.98162 5.33818 -0.65299
C 5.13622 4.49388 -0.51979
S 3.40302 4.80878 -0.61369
C 2.84222 3.15858 -0.31879
C 3.80702 2.22598 -0.13399
S 3.58772 0.52708 0.13941
S 5.47402 2.79218 -0.20869
S 1.13202 2.91328 -0.30779
O -1.00958 1.29098 1.24171
C -1.59188 0.58608 0.40521
N -0.94178 -0.11342 -0.52669
S -1.93318 -1.23502 -1.18119
O -1.96118 -1.22522 -2.61329
O -1.58418 -2.50972 -0.58009
C -3.45208 -0.58242 -0.49429
C -4.77908 -0.85162 -0.72959
C -5.72418 -0.07122 -0.06879
C -5.33568 0.93058 0.81561
C -3.99608 1.19048 1.05181
C -3.06048 0.42998 0.36771
H -5.07438 -1.63162 -1.41339
H -6.77658 -0.23672 -0.25109
H -6.08838 1.52088 1.32091
H -3.66018 1.96878 1.72161
C 3.39262 -2.64972 -0.57609
C 1.95692 -3.14452 -0.60129
O 1.09312 -2.12162 -0.09659
H 4.07102 -3.43942 -0.88649
H 3.64722 -2.32692 0.43101
H 3.51862 -1.79142 -1.23249
H 1.85932 -4.04032 0.02841
H 1.65892 -3.40202 -1.62619
H 0.17042 -2.44642 -0.19919
F 0.28722 -0.95862 2.22521
B 1.58582 -0.59772 2.74631
F 1.40232 0.83118 2.69611
```

The HOMO energy (alpha / beta) is -3.78 / -3.79 eV. Its spin multiplicity is 3. Its total charge is -1.

=====

(4)
# C10H9NO2

A structure of composition C10H9NO2 in a non-equilibrium geometry (ωB97M-V/def2-TZVPD, OMol25).

XYZ file:
```
22
Properties=species:S:1:pos:R:3
C -4.07366 -0.53983 -0.02968
C -1.94988 0.26770 -0.06084
C -1.14443 1.51240 -0.08584
C 0.11033 1.48828 -0.22477
C 0.80955 0.18394 -0.00181
C -0.03539 -0.98751 0.02605
C -1.40991 -0.78545 0.12450
C 2.25291 0.14007 0.05928
C 4.42040 0.59266 0.09163
C 4.19962 -0.78092 -0.23745
H -3.91669 -1.38376 -0.48039
H -4.25795 -0.78693 0.88480
H -5.19744 -0.30531 0.05596
H -1.61406 2.69520 -0.52120
H 0.86210 2.09092 -0.33627
H 0.52128 -1.83503 0.21842
H -2.20384 -1.86292 0.43645
H 5.29537 1.25272 0.58943
H 4.79564 -1.65446 -0.40470
N 3.04383 1.14860 0.25962
O -3.32786 0.55418 -0.10176
O 2.82008 -1.00455 -0.26142
```

The HOMO energy is -8.32 eV.

=====

(5)
# C24H57O27P3

A cluster of 8 separate species, C24H57O27P3 in total in a non-equilibrium geometry (ωB97M-V/def2-TZVPD, OMol25).

XYZ file:
```
111
Properties=species:S:1:pos:R:3
C 6.03600 -2.62741 1.35177
O 4.99293 -3.22570 0.51997
P 3.46672 -2.76863 0.47999
O 2.84622 -3.33254 -0.74155
O 2.73644 -3.17059 1.88359
C 2.70889 -4.57168 2.31311
O 3.46420 -1.23050 0.69167
C 3.11268 -0.36960 -0.46037
H 6.10428 -3.08078 2.32577
H 5.92805 -1.51731 1.44555
H 6.98534 -2.74655 0.79587
H 3.70124 -4.78467 2.72529
H 2.43150 -5.16227 1.43779
H 2.03251 -4.69650 3.14174
H 3.20236 0.65945 -0.04278
H 2.05708 -0.57292 -0.64833
H 3.78495 -0.56379 -1.31046
C 2.49449 4.18743 -1.10980
O 2.28028 4.42875 0.29583
P 2.91966 5.73060 0.92463
O 4.33661 5.97650 0.62471
O 2.54146 5.62444 2.44500
C 3.17061 4.65364 3.32365
O 2.07301 6.91830 0.33803
C 0.61901 7.06959 0.67378
H 2.08263 5.02818 -1.69581
H 1.95492 3.27465 -1.30546
H 3.55932 4.12182 -1.30170
H 2.78936 3.63772 3.17501
H 2.89247 4.90485 4.37239
H 4.26023 4.73950 3.31821
H 0.61425 6.89814 1.75769
H 0.14528 6.28761 0.17896
H 0.20703 8.03059 0.41980
C -1.53166 -0.26371 -1.22101
O -2.21457 0.45804 -2.24058
P -2.39431 -0.13333 -3.68772
O -1.26987 -0.97041 -4.14912
O -2.59792 1.21582 -4.42820
C -2.56324 1.28348 -5.82634
O -3.84670 -0.66095 -3.91696
C -4.39358 -1.94238 -3.74750
H -0.95529 0.40126 -0.57501
H -0.81025 -0.93622 -1.75273
H -2.26637 -0.91352 -0.71827
H -1.74436 0.70316 -6.28803
H -2.38770 2.33159 -5.98884
H -3.53789 0.89148 -6.13265
H -3.98752 -2.44758 -2.83138
H -4.16774 -2.58576 -4.61302
H -5.51882 -1.88395 -3.72846
C -3.30512 -4.51651 -0.39304
O -2.16576 -3.68829 -0.72456
C -1.45284 -4.22042 -1.77263
O -1.65050 -5.23785 -2.28918
O -0.55451 -3.32285 -2.09846
C 0.32920 -3.43048 -3.22107
H -3.80140 -4.97164 -1.26852
H -3.97674 -3.82222 0.14501
H -3.06494 -5.33107 0.21835
H -0.08778 -4.01069 -4.05331
H 1.28597 -3.83311 -2.94360
H 0.43281 -2.41083 -3.61649
C -6.26896 0.01617 -1.19249
O -5.47640 0.35416 -0.05582
C -4.94286 -0.70571 0.58426
O -5.13416 -1.84298 0.20237
O -4.22039 -0.43404 1.66427
C -3.70432 0.92891 1.86494
H -6.56303 1.01619 -1.53228
H -7.10142 -0.61391 -0.89390
H -5.60323 -0.61681 -1.75690
H -3.07314 1.28007 1.00037
H -3.08036 0.74136 2.75078
H -4.50551 1.60153 2.06414
C 0.24830 3.17478 -4.21580
O 0.08806 3.47880 -2.84745
C -1.13001 3.59593 -2.28088
O -1.26108 3.65302 -1.10471
O -2.07010 3.60891 -3.26024
C -3.47530 3.63652 -2.75488
H 1.34393 3.24723 -4.49505
H -0.26187 3.99881 -4.70776
H -0.12686 2.15981 -4.28411
H -3.65558 4.46260 -2.08261
H -3.72467 2.74274 -2.21208
H -4.07017 3.77918 -3.64649
C 4.17665 -5.00470 5.93649
O 4.40847 -3.85464 5.11768
C 3.38793 -3.02476 5.09318
O 2.26506 -3.30323 5.48012
O 3.80248 -1.86233 4.48303
C 2.69065 -0.89856 4.23638
H 3.11935 -5.11241 6.16702
H 4.76572 -4.92293 6.86930
H 4.62348 -5.84037 5.36086
H 2.07157 -0.99674 5.10559
H 2.16178 -1.19947 3.30556
H 3.15415 0.03810 4.24847
C 0.21118 2.20587 1.60283
O 0.34247 0.85739 1.17661
C -0.10466 -0.11370 2.04250
O -0.54574 0.02405 3.12586
O -0.04079 -1.26333 1.38910
C -0.78227 -2.36157 2.04951
H -0.75524 2.49798 1.96878
H 0.46959 2.77048 0.76485
H 0.88697 2.38625 2.41488
H -0.21386 -2.76290 2.89955
H -1.00666 -3.08554 1.29931
H -1.65176 -1.93753 2.57461
```

The HOMO energy is -10.30 eV.

=====

(6)
# C4H11N3

A cluster of 2 separate species, C4H11N3 in total in a non-equilibrium geometry (ωB97M-V/def2-TZVPD, OMol25).

XYZ file:
```
18
Properties=species:S:1:pos:R:3
C -2.32739 0.19211 0.28630
C -3.49120 0.05540 0.03419
C 4.05725 -0.37238 -0.24767
C -0.96216 0.22602 0.58126
N 0.10414 0.28543 -0.05618
N -4.85967 -0.19519 -0.29149
N 2.85724 0.26357 0.30486
H 4.87347 0.44523 -0.36789
H 4.56513 -1.19386 0.27693
H 3.83194 -1.01969 -1.23805
H -0.78842 0.25636 1.63518
H 1.97567 -0.36249 0.19443
H 0.11659 0.37893 -1.03058
H -5.13567 0.79067 -0.28213
H -5.42874 -0.74242 0.38385
H -5.00857 -0.70790 -1.27668
H 2.65431 1.08505 -0.15141
H 2.96607 0.61515 1.24506
```

The HOMO energy is -18.28 eV. Its total charge is +2.

=====

(7)
# C8H8S

The molecule C8H8S in a non-equilibrium geometry (ωB97M-V/def2-TZVPD, OMol25).

XYZ file:
```
17
Properties=species:S:1:pos:R:3
C 0.16504 -0.49005 2.73726
C -0.06809 -0.32083 1.41510
C -1.16332 -1.31028 0.25384
C -0.63446 -1.09871 -1.09844
C 0.29487 0.13577 -0.92192
C 0.69192 1.13109 -1.84488
C 1.30404 2.14689 -1.24305
S 1.35968 1.96750 0.45924
C 0.53712 0.44914 0.40478
H -0.56500 -1.05804 3.21727
H 0.69179 0.24497 3.25048
H -0.97891 -2.32113 0.56601
H -2.02379 -0.70900 0.42056
H -1.51010 -0.99507 -1.79003
H -0.11107 -2.06362 -1.35425
H 0.45472 1.09945 -2.88199
H 1.55558 3.19192 -1.58998
```

The HOMO energy is -8.16 eV.

=====

In kcal/mol, the energy relative to the best compared isomer or geometry (same formula, charge and spin) values for the records above are, in order, 122.2, 4.6, 22.2, 178.5, 0.0, 68.1, 21.4.
In eV, the total energy values for the records above are, in order, -8863.91228, -86008.67413, -114156.94270, -16093.46968, -108966.77025, -8776.16622, -19258.34007.